Below is a molecular structure, C44H53BCl3GeN9O2ReS3, with properties calculated with ωB97M-V with the def2-TZVPD basis set.

expectation value of S²	2.027
2S+1	3
gap between HOMO and LUMO (spin up / spin down)	0.2386 / 0.2239	Eh
charge	+3
E	-7106.13525	hartree
HOMO energy (spin up / spin down)	-14.96 / -15.02	eV

Structure (XYZ):
```
117
Properties=species:S:1:pos:R:3:mulliken_charge:R:1
Re 0.945 -0.969 -0.535 1.1036
C -2.603 3.955 -4.779 -1.4291
C -3.629 3.169 -3.940 1.5888
C -4.904 4.017 -3.899 -2.2321
C -4.034 1.861 -4.610 -1.3659
N -3.163 2.865 -2.514 0.9374
C -3.563 3.817 -1.499 -0.8364
C -3.460 2.051 0.440 -0.4153
N -2.381 0.998 0.263 0.8552
B -1.867 0.158 1.565 -0.2261
N -0.862 0.979 2.386 0.2246
C -1.180 1.430 3.660 -1.4983
C -0.211 2.279 4.042 -0.4974
N 0.718 2.357 3.005 1.0791
C 0.305 1.516 2.029 -0.3504
S 1.074 1.188 0.515 -0.6421
C 1.804 3.438 2.946 1.1689
C 3.198 2.874 2.675 -1.4049
C 1.402 4.425 1.847 -1.2980
C 1.841 4.158 4.290 -2.1537
N -1.490 -1.328 1.293 0.4069
C -2.449 -2.246 1.715 -1.5108
C -1.917 -3.466 1.608 -0.4877
N -0.622 -3.320 1.124 1.4304
C -0.359 -1.994 0.885 -1.0018
S 1.384 -1.931 3.550 -0.1860
C 0.236 -4.583 1.156 0.9398
C -0.285 -5.522 0.071 -1.5604
C 1.708 -4.310 0.937 -1.4370
C 0.103 -5.218 2.543 -1.4403
C -2.001 2.073 -2.114 2.0185
S -0.649 1.683 -3.445 -0.3922
H -3.119 4.484 -5.584 0.4755
H -1.853 3.322 -5.251 0.2899
H -2.093 4.702 -4.162 0.2682
H -5.320 4.018 -4.906 0.4984
H -4.716 5.062 -3.638 0.5840
H -5.665 3.596 -3.234 0.4518
H -4.352 2.057 -5.637 0.6772
H -4.873 1.404 -4.075 0.2992
H -3.215 1.153 -4.669 0.0027
H -4.358 4.458 -1.815 0.8704
H -3.851 1.945 1.443 0.6276
H -2.863 0.131 2.243 -0.2280
H -2.072 1.116 4.183 0.6918
H -0.125 2.845 4.955 0.7128
H 3.265 2.370 1.713 0.1007
H 3.515 2.198 3.470 0.3659
H 3.897 3.713 2.656 0.6379
H 1.463 3.959 0.858 0.1177
H 2.080 5.281 1.862 0.6437
H 0.385 4.794 2.017 0.3623
H 2.052 3.473 5.117 0.4716
H 0.918 4.705 4.496 0.5140
H 2.651 4.887 4.256 0.4251
H -3.415 -1.950 2.097 0.7619
H -2.352 -4.421 1.851 0.6715
H -0.251 -5.034 -0.910 0.2105
H -1.310 -5.847 0.262 0.4009
H 0.343 -6.414 0.032 0.4522
H 1.901 -4.106 -0.106 0.1547
H 2.260 -5.213 1.200 0.9486
H 2.073 -3.495 1.566 -0.1540
H -0.911 -5.540 2.777 0.4355
H 0.441 -4.525 3.317 0.2229
H 0.737 -6.105 2.579 0.5066
C 5.312 -1.979 0.041 -0.4401
O 4.683 -2.655 -1.104 -0.4556
C 3.423 -2.356 -1.079 0.9701
N 2.985 -1.552 -0.154 0.2125
C 4.159 -1.236 0.751 0.2075
C 3.944 -1.652 2.198 -0.2919
C 4.783 -2.457 2.865 -0.5568
C 4.680 -2.668 4.301 -1.0609
C 3.794 -2.000 5.041 -1.0675
C 2.796 -1.117 4.416 -1.4767
C 2.840 -0.989 2.929 2.2223
C 2.531 -2.898 -2.100 -0.5086
C 2.875 -3.753 -3.126 -0.5934
C 1.899 -4.123 -4.043 -1.4354
C 0.630 -3.572 -3.937 -0.3574
C 0.371 -2.709 -2.889 -0.0813
N 1.282 -2.420 -1.940 1.4394
C -0.840 -1.956 -2.643 -0.4124
N -0.857 -1.077 -1.688 1.0937
C -2.243 -0.640 -1.552 -0.8062
C -2.923 -1.193 -2.818 -0.5121
O -1.933 -2.146 -3.328 -0.4564
C -2.470 0.822 -1.227 0.0357
C -3.708 0.867 -0.395 -0.2004
C -3.615 3.455 -0.065 -0.7579
C -2.569 4.459 -0.540 -0.9079
C -1.197 4.018 -0.747 -1.5312
C -0.940 2.901 -1.410 -1.5005
H 5.760 -2.756 0.640 0.2982
H 6.086 -1.322 -0.333 0.3045
H 4.319 -0.158 0.723 0.2850
H 5.626 -2.930 2.373 0.3803
H 5.397 -3.330 4.775 0.4534
H 3.804 -2.074 6.123 0.4656
H 2.450 -0.274 4.999 0.6086
H 2.521 -0.057 2.503 -0.1521
H 3.895 -4.114 -3.204 0.7365
H 2.133 -4.809 -4.848 0.5689
H -0.146 -3.782 -4.665 0.6959
H -2.640 -1.179 -0.703 0.4264
H -3.830 -1.742 -2.595 0.3391
H -3.126 -0.455 -3.583 0.2581
H -4.403 0.051 -0.214 0.2571
H -4.426 3.917 0.483 0.7265
H -2.723 5.484 -0.233 0.6207
H -0.382 4.623 -0.362 0.9471
H 0.094 2.590 -1.509 -0.3658
Cl 2.256 -0.106 -4.421 -0.3180
Ge 1.753 0.646 -2.484 1.1432
Cl 2.554 2.608 -2.451 -0.2222
Cl -1.019 0.366 -4.944 -0.0864
```

---

Below is a molecular structure, C3H4Cl2S2, with properties calculated with ωB97M-V with the def2-TZVPD basis set.

expectation value of S²	2.011
2S+1	3
gap between HOMO and LUMO (spin up / spin down)	0.2251 / 0.2476	Eh
charge	0
E	-1833.28378	hartree
HOMO energy (spin up / spin down)	-5.39 / -9.53	eV

Structure (XYZ):
```
11
Properties=species:S:1:pos:R:3:mulliken_charge:R:1
C 1.217 0.683 -0.364 -0.5190
C 0.334 -0.632 -0.193 -0.2667
C -1.415 -0.241 0.452 -0.1545
S 0.333 1.894 0.689 -0.1216
S -1.610 1.488 0.118 -0.1370
Cl 1.085 -1.725 0.959 -0.1673
Cl -2.541 -1.226 -0.412 -0.1220
H 2.105 0.438 0.130 0.3742
H 1.328 0.918 -1.515 0.3150
H 0.355 -1.043 -1.236 0.3385
H -1.191 -0.555 1.374 0.4604
```

---

Below is a molecular structure, C17H12F5N4O5S2V, with properties calculated with ωB97M-V with the def2-TZVPD basis set.

expectation value of S²	3.771
2S+1	4
gap between HOMO and LUMO (spin up / spin down)	0.2322 / 0.2287	Eh
charge	-1
E	-3490.03877	hartree
energy above the lowest of the compared OMol25 structures with the same formula, charge and spin	10.3	kcal/mol
HOMO energy (spin up / spin down)	-4.33 / -4.57	eV

Structure (XYZ):
```
46
Properties=species:S:1:pos:R:3:mulliken_charge:R:1
V -1.600 0.964 0.269 0.3578
O 0.719 -1.427 2.243 -0.3479
C -0.432 -0.970 1.767 0.8751
O -0.694 -0.808 0.561 -0.3791
C -1.546 -0.639 2.702 -0.5013
O -2.291 0.545 2.223 -0.4302
C -2.091 1.783 2.956 -0.3979
C -0.706 2.364 2.660 0.6242
O -0.093 2.921 3.553 -0.7085
O -0.321 2.092 1.431 -0.6097
H 1.306 -1.698 1.405 -0.0691
H -2.309 -1.460 2.674 0.3094
H -1.163 -0.512 3.731 0.3561
H -2.845 2.471 2.651 0.3443
H -2.167 1.588 4.051 0.2807
N -0.537 4.524 -1.825 -0.3110
C -1.022 3.342 -1.483 0.4078
S -2.586 3.016 -0.700 -0.4636
N -0.149 2.358 -1.803 -1.1939
N -0.734 1.134 -1.613 0.8593
C -0.915 0.010 -2.318 -0.7079
C -2.087 -0.744 -1.922 1.1465
C -2.462 -1.996 -2.521 -1.0260
C -3.640 -2.591 -2.117 -0.1964
C -4.536 -1.905 -1.240 -0.7785
C -4.089 -0.744 -0.678 -0.2352
N -2.869 -0.220 -0.932 0.1596
H -0.833 5.426 -1.537 0.1971
H 0.307 4.382 -2.344 0.2747
H -0.227 -0.458 -3.008 0.3564
H -1.869 -2.420 -3.358 0.3269
H -3.956 -3.568 -2.471 0.3980
H -5.499 -2.286 -0.984 0.4123
H -4.615 -0.207 0.135 0.3950
F 7.442 -0.094 -0.146 -0.3175
C 6.159 -0.523 -0.191 0.4876
C 5.436 -0.666 -1.392 0.1259
F 5.941 -0.272 -2.575 -0.2990
C 4.198 -1.263 -1.350 0.2880
F 3.548 -1.304 -2.572 -0.3276
C 3.633 -1.860 -0.213 -0.1439
S 2.151 -2.780 -0.084 -0.4735
C 4.361 -1.599 0.996 0.4266
F 3.792 -1.953 2.190 -0.3149
C 5.585 -0.995 1.017 0.1282
F 6.306 -0.956 2.163 -0.3052
```

---

Number 1: F_max 1.30 eV/Å, molecular weight 1212.16 g mol⁻¹. Number 2: F_max 6.68 eV/Å, molecular weight 175.11 g mol⁻¹. Number 3: F_max 2.94 eV/Å, molecular weight 562.37 g mol⁻¹.